{"formula": "C9H16BO2", "method": "ωB97M-V/def2-TZVPD", "spin_multiplicity": 1, "relative_energy_ev": 4.9021, "e_homo_ha": -0.160, "total_charge": -1, "total_energy_ev": -14357.74409, "elements": ["C", "C", "B", "C", "C", "C", "C", "C", "O", "C", "C", "O", "H", "H", "H", "H", "H", "H", "H", "H", "H", "H", "H", "H", "H", "H", "H", "H"], "positions_angstrom": [[3.0699, 0.2824, 1.6539], [2.4910, -0.8201, 0.9566], [1.8577, -2.1854, 0.2242], [0.2101, -2.3246, 0.4678], [-0.5756, -1.3573, -0.6220], [-2.0867, -0.9142, -0.1518], [-2.0980, 0.1757, 1.1039], [-1.7562, 1.7057, 0.5201], [-0.3082, 1.8941, 0.3445], [0.0307, 2.4745, -0.9633], [1.4774, 2.0116, -1.6359], [-0.6794, 3.3723, -1.6502], [3.4615, 1.0741, 2.4569], [2.3837, -3.1267, 0.7294], [2.0802, -2.1464, -0.9527], [-0.0606, -2.0116, 1.5718], [-0.1143, -3.4442, 0.2286], [-0.6765, -2.0002, -1.6199], [0.1234, -0.4198, -0.8568], [-2.7283, -0.5140, -1.0717], [-2.6314, -1.8928, 0.2458], [-1.3118, -0.1477, 1.9355], [-3.1979, 0.2108, 1.5655], [-2.1037, 2.4363, 1.3959], [-2.3948, 1.8113, -0.4553], [1.3894, 1.0671, -2.3277], [1.8728, 2.8950, -2.3253], [2.2753, 1.8940, -0.7678]], "forces_ev_per_angstrom": [[-3.7, -6.7, -3.5], [4.2, 8.1, 5.5], [-0.7, 0.9, 0.7], [-1.0, 0.5, -0.6], [0.0, -0.3, 0.0], [0.0, -0.4, 0.5], [0.3, 0.1, -1.0], [-1.7, -0.9, 2.0], [-0.6, 1.2, -4.3], [-1.5, 3.0, -2.7], [0.3, 1.0, 0.8], [3.3, -5.4, 4.6], [-1.1, -2.3, -2.4], [0.5, -0.4, 0.3], [0.2, 0.0, -0.5], [0.2, -0.8, -2.1], [0.5, 2.3, 0.8], [0.2, 1.5, 2.0], [-1.7, -2.0, 0.5], [1.3, -0.6, 2.0], [1.1, 1.9, -0.9], [-1.7, 0.8, -1.8], [2.4, 0.0, -0.9], [0.7, -1.2, -2.2], [1.5, 0.3, 1.8], [0.0, 1.7, 1.8], [-1.3, -1.7, 1.5], [-1.8, -0.3, -1.8]], "lowdin_charge": [-0.061, -0.098, -0.608, -0.254, -0.241, -0.231, -0.173, -0.192, -0.105, -0.295, -0.029, -0.063, -0.002, 0.014, 0.022, 0.082, 0.089, 0.110, 0.087, 0.102, 0.104, 0.118, 0.109, 0.130, 0.127, 0.095, 0.086, 0.078]}

{"formula": "C9H16Br3NO6S", "method": "ωB97M-V/def2-TZVPD", "spin_multiplicity": 1, "e_homo_ha": -0.376, "total_energy_ev": -244330.06656, "elements": ["C", "C", "C", "C", "C", "C", "S", "O", "O", "O", "O", "C", "O", "O", "C", "N", "H", "H", "H", "H", "H", "H", "H", "H", "H", "H", "H", "H", "H", "H", "H", "C", "Br", "Br", "Br", "H"], "positions_angstrom": [[-1.8287, 0.6172, -0.3721], [-0.3139, 0.5580, -0.2429], [0.3736, -0.3091, -1.2811], [-0.2256, -1.7002, -1.5524], [0.4518, -2.9031, -0.8591], [0.9283, -2.6647, 0.5678], [2.1077, -3.9057, 0.9980], [1.4648, -5.1717, 1.1687], [3.2325, -3.8246, 0.1049], [2.5501, -3.3198, 2.4049], [-0.0620, 0.1421, 1.1288], [0.7375, 1.0570, 1.7061], [1.5367, 0.8376, 2.5562], [0.4615, 2.2722, 1.1593], [0.2454, 2.0384, -0.2265], [1.4588, 2.3486, -0.9388], [-2.1157, 0.8810, -1.3911], [-2.2250, 1.3586, 0.3198], [-2.2749, -0.3431, -0.1210], [1.4353, -0.4217, -1.0504], [0.3330, 0.2637, -2.2090], [-0.1176, -1.8779, -2.6235], [-1.2978, -1.7211, -1.3714], [1.2554, -3.2886, -1.4853], [-0.2880, -3.7042, -0.8125], [1.4222, -1.7152, 0.7474], [0.1130, -2.7404, 1.2871], [3.4200, -3.6901, 2.6225], [-0.5208, 2.7013, -0.6259], [2.2048, 1.6895, -0.7488], [1.2915, 2.3795, -1.9353], [-3.1999, 4.9532, 0.6173], [-4.6629, 3.7510, 0.9556], [-1.8863, 4.8835, 2.0150], [-2.4024, 4.6140, -1.1028], [-3.6026, 5.9547, 0.5906]], "forces_ev_per_angstrom": [[0.1, -0.2, -0.1], [-0.6, 0.9, 0.5], [-0.1, -0.4, 0.0], [0.3, -0.1, -0.1], [-0.5, 0.0, 0.0], [-0.1, -0.1, 0.2], [0.1, -0.1, -0.6], [0.0, 0.1, 0.1], [-0.1, 0.0, 0.2], [0.1, -0.1, 0.2], [0.7, -0.8, -0.6], [-0.2, 0.2, 0.2], [-0.3, 0.1, 0.2], [0.5, 0.0, -0.1], [0.0, -0.2, -0.6], [-0.2, -0.2, 0.1], [-0.1, 0.0, 0.0], [0.0, 0.1, 0.0], [0.0, 0.0, 0.0], [0.0, 0.1, 0.1], [0.0, 0.0, 0.0], [-0.1, -0.1, 0.0], [0.0, 0.1, 0.2], [0.2, 0.2, 0.1], [0.1, -0.1, -0.1], [0.1, 0.0, -0.2], [0.0, 0.0, 0.0], [0.0, 0.1, 0.1], [0.0, 0.1, 0.4], [0.0, 0.0, 0.0], [0.1, 0.1, 0.0], [0.0, -0.1, 0.1], [0.0, 0.0, 0.0], [0.0, 0.0, 0.0], [-0.1, 0.1, -0.1], [0.0, 0.0, 0.0]], "lowdin_charge": [0.001, -0.397, -0.116, -0.157, -0.197, -0.238, 0.583, -0.272, -0.287, -0.149, 0.077, -0.550, 0.186, 0.074, -0.327, 0.106, 0.103, 0.082, 0.088, 0.127, 0.123, 0.113, 0.101, 0.111, 0.118, 0.090, 0.123, 0.104, 0.072, 0.090, 0.086, -1.630, 0.576, 0.611, 0.608, -0.031]}

{"formula": "C9H16CaF6N3O21S6", "method": "ωB97M-V/def2-TZVPD", "spin_multiplicity": 1, "e_homo_ha": -0.252, "total_charge": -1, "total_energy_ev": -156812.17328, "elements": ["Ca", "N", "S", "O", "O", "F", "S", "O", "O", "F", "N", "S", "O", "O", "F", "S", "O", "O", "F", "N", "S", "O", "O", "F", "S", "O", "O", "F", "C", "C", "O", "C", "O", "O", "H", "H", "H", "H", "C", "O", "C", "O", "O", "C", "H", "H", "H", "H", "H", "H", "C", "O", "C", "O", "O", "C", "H", "H", "H", "H", "H", "H"], "positions_angstrom": [[0.4272, 0.2427, 0.9680], [1.5430, 2.1478, 1.0634], [1.4671, 3.5596, 1.4826], [1.2148, 4.5623, 0.4377], [2.0354, 3.8755, 2.7486], [-0.0602, 3.3636, 2.1005], [3.1349, 2.3732, 0.3663], [4.3521, 1.8800, 1.1299], [3.4117, 3.3846, -0.6417], [2.8440, 1.0700, -0.5964], [5.1287, -1.0564, 1.4067], [3.6541, -1.7716, 1.8695], [3.5399, -3.0384, 2.5606], [2.5239, -1.2885, 1.0264], [3.4857, -0.8259, 3.1503], [5.3005, -2.2019, 0.3394], [4.5201, -2.0592, -0.8580], [5.5000, -3.5657, 0.8509], [6.7693, -1.6987, -0.1073], [0.2338, -0.7025, 2.9458], [-0.2981, -2.1844, 3.4413], [-1.5378, -2.2432, 4.1637], [0.6942, -3.2723, 3.3064], [-0.8915, -2.5072, 2.0378], [0.2204, -0.2119, 4.3333], [1.3014, -0.6924, 5.2199], [-1.0411, 0.2944, 4.9018], [0.9812, 1.1177, 3.8429], [-3.4764, 2.6744, -2.5101], [-2.3434, 2.9539, -3.3943], [-1.1779, 2.6318, -2.6459], [-1.5497, 2.1861, -1.4423], [-0.7362, 1.7418, -0.6389], [-2.8684, 2.2648, -1.2928], [-4.1863, 1.9335, -2.8775], [-4.0162, 3.5767, -2.2226], [-2.3194, 4.0206, -3.6170], [-2.3707, 2.5271, -4.3969], [-2.9894, -2.7822, -0.3736], [-3.6994, -1.8499, 0.5083], [-3.0406, -0.7711, 0.8638], [-1.7873, -0.5032, 0.6438], [-3.9035, 0.0231, 1.5848], [-3.6213, 1.4298, 1.9150], [-3.3823, -3.7754, -0.5911], [-2.0360, -2.9107, 0.1388], [-2.8925, -2.3197, -1.3559], [-2.6181, 1.6956, 2.2482], [-4.1976, 1.6627, 2.8105], [-3.7650, 2.0567, 1.0350], [-1.7401, -1.1901, -3.8808], [-1.2969, -0.9293, -2.5530], [0.0058, -1.0939, -2.1952], [0.4727, -0.9769, -1.0553], [0.7690, -1.5053, -3.2649], [2.2068, -1.8173, -3.0413], [-1.2410, -0.5500, -4.6083], [-2.7941, -0.9870, -4.0704], [-1.5085, -2.2147, -4.1717], [2.3466, -2.4325, -2.1524], [2.8075, -0.9101, -2.9775], [2.4950, -2.4106, -3.9091]], "forces_ev_per_angstrom": [[0.0, -1.0, -1.7], [5.3, -1.8, -2.8], [-7.3, 8.0, 3.8], [1.1, -1.7, 1.9], [2.1, 0.6, -0.8], [-0.4, -0.2, -0.8], [6.1, -5.5, -2.4], [-4.9, 2.1, -1.4], [-1.3, -0.7, 2.0], [0.0, 0.7, 0.5], [-3.2, -2.8, 0.6], [-3.3, 3.2, 4.4], [0.5, 1.1, -2.1], [1.4, -1.0, 0.9], [0.1, 0.4, -0.5], [4.5, -2.1, -2.3], [0.0, -0.2, 0.0], [-0.1, 2.3, -1.2], [-0.3, -0.5, -0.1], [-1.7, -5.2, -1.1], [0.2, -7.6, -5.3], [1.5, 0.3, 1.3], [-1.2, 2.8, 2.9], [-1.4, 0.1, -2.6], [3.3, 9.2, 8.9], [-3.1, -0.7, -1.2], [2.3, -1.3, -1.2], [-0.4, 1.3, 0.1], [-1.7, 0.2, 1.2], [1.1, 1.9, -1.7], [-0.1, -0.4, -0.4], [2.4, -1.2, 1.3], [-2.1, 1.2, -1.5], [0.1, -0.9, 0.8], [0.1, -0.2, 0.2], [-0.2, 0.0, -0.4], [0.3, 0.2, 0.2], [0.2, -0.8, 0.3], [1.5, 0.7, 0.1], [-0.3, -0.6, -0.7], [3.4, 2.5, 0.9], [-5.7, -1.0, 0.6], [1.4, -0.4, -0.9], [0.9, -0.3, 0.1], [-1.1, 0.3, 1.1], [0.2, -0.1, -0.7], [0.3, 0.3, 0.3], [0.5, -0.9, -0.2], [-0.6, -0.1, -0.6], [-0.6, -0.1, 0.2], [0.9, -0.2, -1.3], [0.5, 0.5, 1.1], [2.2, -1.1, -0.2], [-1.7, 0.0, -2.8], [-0.7, 0.6, 1.4], [-0.5, -0.2, 0.2], [0.4, 0.1, 0.2], [-0.1, -0.1, 1.1], [-0.1, 0.0, 0.1], [-0.2, 0.3, 0.1], [-0.3, 0.0, 0.1], [-0.2, 0.2, 0.0]], "lowdin_charge": [1.453, -0.431, 0.403, -0.282, -0.232, -0.249, 0.697, -0.272, -0.256, -0.236, -0.213, 0.587, -0.255, -0.401, -0.198, 0.443, -0.304, -0.308, -0.215, -0.421, 0.566, -0.228, -0.238, -0.208, 0.434, -0.246, -0.277, -0.214, -0.114, -0.127, 0.111, -0.506, 0.050, 0.082, 0.138, 0.140, 0.135, 0.135, 0.020, 0.037, -0.450, -0.097, 0.001, 0.005, 0.099, 0.085, 0.079, 0.085, 0.099, 0.078, -0.050, -0.025, -0.464, -0.001, -0.035, 0.023, 0.095, 0.093, 0.100, 0.087, 0.100, 0.092]}

{"formula": "C9H16Cl2GdN2O2P", "method": "ωB97M-V/def2-TZVPD", "spin_multiplicity": 8, "s2": 15.946, "relative_energy_ev": 0.0000, "e_homo_ha": [-0.591, -0.594], "total_charge": 2, "total_energy_ev": -71822.07880, "elements": ["C", "C", "H", "H", "H", "O", "Cl", "Gd", "P", "C", "C", "H", "H", "H", "C", "H", "H", "H", "H", "H", "H", "C", "O", "Cl", "N", "C", "C", "N", "C", "H", "H", "H", "H"], "positions_angstrom": [[0.6512, -3.5147, -0.9430], [0.0028, -2.4091, -0.3147], [0.0075, -4.2691, -1.4454], [1.2797, -3.9337, -0.1604], [1.3683, -3.0150, -1.6318], [-1.0410, -1.9453, -0.0166], [1.7557, -1.1162, 0.0245], [0.8825, 1.5424, 1.0570], [-0.0373, 1.1795, -1.7762], [-1.5398, 1.7187, -2.6478], [1.1407, 2.5433, -2.2550], [1.4824, -0.5083, -2.6024], [0.5558, 0.3096, -3.9469], [-0.2271, -0.9383, -2.9048], [0.5084, -0.1167, -2.9266], [2.1441, 2.2673, -1.9214], [1.1081, 2.6819, -3.3334], [-1.2924, 1.9065, -3.7059], [-1.9232, 2.6292, -2.1630], [0.8272, 3.4551, -1.7464], [-2.3055, 0.9295, -2.5608], [-1.5071, 0.9515, 0.5663], [-2.6502, 0.7578, 0.4720], [0.6853, 3.8852, 1.9695], [-0.6908, -0.1636, 4.6151], [-0.3125, -1.4595, 4.2776], [0.3194, -1.3684, 3.0701], [0.3711, -0.0273, 2.6965], [-0.2992, 0.6727, 3.6382], [-1.1294, 0.0654, 5.5043], [-0.4733, -2.3033, 4.9406], [0.7676, -2.1601, 2.5059], [-0.4292, 1.7530, 3.6648]], "forces_ev_per_angstrom": [[1.2, -0.5, -1.0], [-3.8, 2.3, 0.8], [0.1, 0.7, 0.6], [0.2, -0.5, 0.0], [-0.4, -0.7, 0.1], [3.5, -1.3, -0.7], [-0.5, 0.0, 0.3], [0.4, -0.2, -0.6], [0.9, 1.0, -1.6], [-0.5, 0.1, 0.6], [-0.5, -0.6, 0.7], [-0.3, 0.1, -0.4], [0.0, -0.3, 0.5], [0.3, 0.2, -0.2], [0.1, -0.6, 0.2], [0.1, 0.1, -0.2], [0.2, 0.1, 0.0], [-0.2, 0.0, 0.5], [0.0, -0.2, -0.4], [0.1, 0.2, -0.1], [0.2, 0.4, -0.2], [-5.7, -0.6, 0.6], [4.8, 0.7, 0.0], [0.0, -1.0, -0.4], [0.1, -0.5, -0.2], [0.1, 0.6, -0.2], [-0.2, 0.6, 0.8], [-0.9, 0.6, 0.6], [0.6, -1.1, 0.5], [0.0, 0.2, -0.4], [-0.1, 0.3, -0.2], [0.2, 0.0, -0.1], [0.0, -0.2, 0.1]], "lowdin_charge": [-0.036, -0.424, 0.146, 0.117, 0.098, 0.167, 0.312, 1.119, 0.703, -0.245, -0.251, 0.017, 0.077, 0.057, -0.277, 0.046, 0.065, 0.075, 0.066, 0.046, 0.064, -0.156, 0.146, -0.084, 0.113, -0.010, -0.114, -0.178, -0.187, 0.188, 0.144, 0.090, 0.107]}